Record 1
ORCA calculation (wB97M-V/def2-TZVPD) on a cluster of 2 separate species, C20H18N8O4 in total.

Positions of all 50 atoms, in Å:
C 0.94285 -3.13965 0.18950
N 1.61450 -2.13673 1.02727
C 1.03173 -1.18469 1.81116
H -0.80287 0.74011 -2.42755
C -0.31761 -1.24458 2.37558
C -0.65928 -1.68401 3.68570
C -1.98544 -1.69724 4.10323
C -3.00251 -1.25566 3.26072
C -2.68730 -0.80042 1.98313
C -1.36701 -0.81429 1.55623
N 1.85951 -0.10161 1.83379
C 1.49870 1.31228 1.93034
C 3.11565 -0.51447 1.37256
C 2.96393 -1.79319 0.86781
C 4.06960 -2.60088 0.60464
C 5.28043 -2.20539 1.19108
C 5.43810 -0.90501 1.70033
C 4.37797 0.01260 1.62155
H 1.70072 -3.88483 -0.06332
H 0.12742 -3.60499 0.74849
H 0.54700 -2.69212 -0.74135
H 0.10774 -2.02900 4.38587
H -2.26993 -2.05121 5.11017
H -4.05323 -1.24915 3.56268
H -3.43792 -0.41936 1.28148
H -1.09815 -0.48208 0.54711
H 2.38429 1.82257 2.30563
H 1.25000 1.72511 0.93736
H 0.66206 1.45782 2.61722
H 3.95772 -3.47680 -0.04184
H 6.14557 -2.89026 1.21549
H 6.41250 -0.61011 2.11728
H 4.49592 1.09089 1.73915
O -5.61269 2.98792 -2.83353
N -4.50434 3.54426 -2.82010
O -4.32868 4.74262 -2.48990
C -3.32307 2.81272 -3.19141
C -2.06145 3.45874 -3.33340
C -0.92871 2.66958 -3.36800
N 0.30387 3.07781 -2.79687
O 0.56988 4.28765 -2.62122
O 1.05158 2.12160 -2.43627
C -0.93145 1.18300 -3.40852
N -2.26649 0.72989 -3.73453
N -2.51449 -0.61147 -3.74409
N -3.78704 -0.77112 -3.52346
N -4.40203 0.42346 -3.30571
C -3.42341 1.37360 -3.36949
H -1.95060 4.55657 -3.35860
H -0.19357 0.71952 -4.07339

Calculated values
total charge: 0
electronic energy: -1511.6157 Eh
LUMO level: -1.5 eV
energy relative to the best compared isomer or geometry (same formula, charge and spin): 587.8 kJ/mol
Kohn-Sham gap: 0.193 hartree

Atom charges from the Löwdin analysis, given in e for atoms 1 to 2:
1. C 0.04
2. N 0.02

***

Record 2
ORCA calculation (wB97M-V/def2-TZVPD) on an isolated molecule of C5H11N3O.

Positions of all 20 atoms, in Å:
C 0.94084 1.58449 -1.87199
N 0.30839 0.52398 -1.12772
C -0.34948 0.77313 -0.06236
N -0.40355 1.93497 0.62459
C -0.89027 -0.44444 0.67405
N -1.29330 -0.08955 2.02410
C 0.34805 -1.42636 0.63925
C 0.46318 -2.27515 -0.58307
O 1.01488 -1.56230 1.64119
H 1.78620 2.01265 -1.32132
H 1.29688 1.16121 -2.81054
H 0.24122 2.39138 -2.11501
H 0.11185 2.74059 0.32144
H -0.77829 1.88761 1.55889
H -1.70960 -0.86453 0.08850
H -2.03752 -0.69710 2.34557
H -0.49385 -0.24734 2.63904
H 1.38433 -2.85374 -0.56236
H -0.38639 -2.95090 -0.66321
H 0.44643 -1.59863 -1.43906

Calculated values
total charge: 0
electronic energy: -436.6196 Eh
LUMO level: 0.9 eV
energy relative to the best compared isomer or geometry (same formula, charge and spin): 71.9 kJ/mol
structure (SMILES): C/N=C(\N)[C@H](N)C(C)=O
Kohn-Sham gap: 0.357 hartree

Atom charges from the Löwdin analysis, given in e for atoms 1 to 2:
1. C -0.14
2. N -0.02

***

Record 3
ORCA calculation (wB97M-V/def2-TZVPD) on a structure of composition C5H18NO2.

Positions of all 26 atoms, in Å:
C 0.66860 1.80825 -1.23660
C 0.83173 0.29912 -1.26977
C 1.21583 -0.36952 0.06551
C 2.07088 0.52686 1.00739
C 1.91919 -1.73451 -0.10251
N -3.05890 -0.03752 0.23532
H 0.46916 2.27877 -2.19006
H -0.20624 2.03536 -0.57180
H -0.06711 -0.20953 -1.60945
H 1.68606 0.15240 -1.98498
H 0.23912 -0.40576 0.64172
H 2.42224 0.00126 1.88763
H 2.92606 0.87892 0.44980
H 1.55506 1.47749 1.44002
H 2.92283 -1.50792 -0.44544
H 1.38967 -2.44645 -0.74506
H 2.10232 -2.26467 0.81702
H -3.74763 -0.07976 1.00866
H 1.44793 2.44462 -0.82748
H -3.61439 0.26172 -0.57836
H -2.33320 0.91605 0.50013
H -1.49275 1.97294 1.61525
O -1.30842 1.42957 0.82331
H -1.72255 -2.76432 -0.24609
H -1.99120 -1.25907 0.24396
O -1.31383 -1.97628 0.12601

Calculated values
total charge: +1
electronic energy: -405.9961 Eh
LUMO level: -10.0 eV
energy relative to the best compared isomer or geometry (same formula, charge and spin): 855.2 kJ/mol
Kohn-Sham gap: 0.152 hartree

Atom charges from the Löwdin analysis, given in e for atoms 1 to 2:
1. C -0.04
2. C -0.18

***

Record 4
ORCA calculation (wB97M-V/def2-TZVPD) on the ion C40H43N2O3 with charge +1.

Positions of all 88 atoms, in Å:
C 5.98791 4.04460 3.65070
O 5.87229 2.61461 3.45274
C 4.75218 2.07608 2.89200
C 4.79578 0.68316 2.62380
C 3.64088 0.03556 2.18816
C 2.40884 0.72674 2.04549
C 1.22628 -0.04179 1.71436
C 0.06414 0.47025 1.26889
C -1.23574 -0.21013 1.51011
C -2.40891 0.68847 1.97952
C -3.47640 0.11068 2.72481
C -4.63188 0.83480 2.95178
C -4.65296 2.22847 2.66972
O -5.70826 2.91189 3.20433
C -5.61189 4.32119 3.53101
C -3.55763 2.85582 2.00539
C -2.45024 2.06117 1.64580
C -1.42917 -1.12568 0.20850
C -1.37134 -0.49171 -1.09760
N -0.38378 -0.61865 -1.99813
C 0.63395 -1.67541 -1.96695
C 1.08956 -2.22514 -3.32194
C 1.63945 -3.63426 -3.23651
C 1.59762 -4.41693 -4.39466
C 2.03992 -5.74265 -4.36625
C 2.53753 -6.29436 -3.17708
C 2.61989 -5.49658 -2.03077
C 2.20003 -4.15672 -2.06214
C 1.80563 -0.88535 -1.34707
O 2.69086 -1.33836 -0.60930
N 1.56422 0.46195 -1.58736
C 2.52456 1.50272 -1.25504
C 0.33019 0.66283 -2.33978
C 0.71320 0.77518 -3.85089
C 0.78032 2.27385 -4.13605
C 0.06118 3.00201 -2.95075
C -0.47970 1.91614 -2.01558
C -2.73417 -1.93321 0.52755
C -2.68174 -3.13198 1.27351
C -3.87070 -3.73946 1.70910
C -5.09677 -3.17531 1.35183
C -5.13835 -2.01024 0.56671
C -3.95187 -1.38507 0.14979
C 2.40273 2.12913 2.24694
C 3.55926 2.80531 2.65908
H 7.01875 4.19816 3.99017
H 5.82235 4.58557 2.70364
H 5.27570 4.39247 4.41826
H 5.71757 0.15482 2.80541
H 3.68493 -1.01958 1.91667
H 1.27305 -1.11812 1.93052
H 0.05136 1.41447 0.72840
H -1.09999 -1.08788 2.21649
H -3.40987 -0.92731 3.12983
H -5.53042 0.40263 3.37544
H -6.58244 4.58614 3.97888
H -4.81150 4.50169 4.27128
H -5.45827 4.89208 2.60178
H -3.59053 3.94670 1.78866
H -1.61302 2.58255 1.16111
H -0.55656 -1.80479 0.33928
H -2.21732 0.12638 -1.41263
H 0.31831 -2.47301 -1.28777
H 0.22922 -2.19211 -4.00643
H 1.88876 -1.56628 -3.71550
H 1.20780 -3.94520 -5.30318
H 1.98011 -6.31390 -5.29342
H 2.82038 -7.34741 -3.17616
H 3.01833 -5.93052 -1.11513
H 2.33143 -3.51363 -1.18914
H 3.39791 1.03706 -0.76446
H 2.83532 2.04596 -2.16021
H 2.07619 2.21167 -0.53765
H 1.66952 0.26898 -4.06662
H -0.07368 0.28412 -4.44850
H 1.83173 2.58722 -4.20958
H 0.30754 2.51046 -5.10018
H 0.78783 3.62636 -2.40614
H -0.73077 3.66528 -3.33658
H -1.51492 1.72234 -2.29825
H -0.43525 2.17094 -0.95522
H -1.70668 -3.56743 1.53388
H -3.82587 -4.60907 2.37898
H -6.03550 -3.64013 1.64908
H -6.06791 -1.49462 0.30748
H -3.97599 -0.42190 -0.38995
H 1.49361 2.71892 2.07546
H 3.53192 3.87632 2.86420

Calculated values
total charge: +1
electronic energy: -1884.9320 Eh
LUMO level: -4.5 eV
energy relative to the best compared isomer or geometry (same formula, charge and spin): 95.2 kJ/mol
structure (SMILES): COc1ccc(/C=C/[C@@H](c2ccc(OC)cc2)[C@H](/C=[N+]2\[C@@H](Cc3ccccc3)C(=O)N(C)C23CCCC3)c2ccccc2)cc1
Kohn-Sham gap: 0.204 hartree

Atom charges from the Löwdin analysis, given in e for atoms 1 to 2:
1. C -0.05
2. O -0.09